# 1
{"formula": "C32H62AsN4O4PdSSi3", "method": "ωB97M-V/def2-TZVPD", "lumo_ev": [-2.246, -3.254], "orbital_gap_ha": [0.2348, 0.2653], "s2": 2.006, "charge": 1, "de_lowest_kj_mol": 0.00, "multiplicity": 3, "symbols": ["Pd", "C", "N", "C", "C", "C", "C", "C", "C", "C", "C", "H", "H", "H", "H", "H", "H", "H", "H", "H", "H", "H", "H", "C", "C", "C", "C", "C", "C", "C", "S", "O", "O", "N", "C", "C", "C", "O", "O", "H", "H", "H", "H", "H", "H", "H", "H", "H", "H", "H", "H", "N", "C", "C", "N", "C", "C", "H", "H", "H", "H", "H", "H", "H", "H", "H", "H", "H", "C", "Si", "C", "C", "As", "Si", "C", "C", "C", "Si", "C", "C", "C", "H", "H", "H", "H", "H", "H", "H", "H", "H", "H", "H", "H", "H", "H", "H", "H", "H", "H", "H", "H", "H", "H", "H", "H", "H", "H", "H"], "positions_angstrom": [[1.7074, -0.5101, -0.4725], [3.7379, 0.5959, 1.4954], [3.3647, 0.8254, 0.0648], [4.5449, 0.4584, -0.8024], [2.9613, 2.2502, -0.1136], [1.9147, 2.2962, -1.2801], [1.7125, 3.4427, -2.0480], [0.7176, 3.4858, -3.0020], [0.0920, 2.2927, -3.3379], [0.3864, 1.0898, -2.6703], [1.2118, 1.1296, -1.5797], [4.6038, 1.2210, 1.7842], [3.9529, -0.4705, 1.4978], [2.8790, 0.8047, 2.1410], [5.5172, 0.9072, -0.3905], [4.4021, 0.8206, -1.8146], [4.6053, -0.6525, -0.8709], [3.8597, 2.8495, -0.3000], [2.5577, 2.6121, 0.8263], [2.3297, 4.3835, -1.8530], [0.4409, 4.4403, -3.4875], [-0.6606, 2.2247, -4.1425], [-0.0472, 0.2147, -3.0668], [-7.9791, 6.3099, -0.8809], [-7.0832, 5.2888, -0.3034], [-5.8024, 5.5554, 0.1993], [-4.9952, 4.5529, 0.7078], [-5.4915, 3.2235, 0.7142], [-6.7608, 2.9121, 0.2214], [-7.5443, 3.9718, -0.2928], [-4.4179, 1.9082, 1.2822], [-5.2000, 0.6979, 1.1270], [-3.9356, 2.3207, 2.5942], [-3.2369, 1.9439, 0.1892], [-3.1179, 0.9413, -0.8962], [-2.7033, -0.4483, -0.3819], [-1.2462, -0.3629, 0.2810], [-0.4280, -1.1519, -0.3543], [-1.0808, 0.4328, 1.2352], [-7.9369, 7.2902, -0.3362], [-9.0143, 5.9639, -0.8406], [-7.7747, 6.5329, -1.9331], [-5.3937, 6.5435, 0.1992], [-4.0021, 4.8536, 1.0978], [-7.1295, 1.9117, 0.1973], [-8.4906, 3.7050, -0.7612], [-2.3524, 1.8784, 0.7282], [-2.3993, 1.3653, -1.5884], [-4.1128, 0.9051, -1.3676], [-2.7128, -1.2127, -1.1730], [-3.4878, -0.7611, 0.3276], [-1.7291, 2.9526, 5.0834], [-1.2975, 3.8297, 3.9369], [0.0890, 3.4267, 3.3428], [0.3438, 2.0327, 3.2429], [-0.0026, 1.3201, 4.4276], [-1.5571, 1.4597, 4.7670], [-2.7374, 3.1580, 5.2262], [-1.2323, 3.1896, 5.9589], [-1.2137, 4.8619, 4.3504], [-2.0927, 3.8405, 3.2027], [0.8886, 3.9087, 3.9592], [0.2049, 3.9210, 2.3502], [0.0547, 1.6137, 2.3710], [0.5609, 1.6882, 5.2693], [0.2304, 0.2757, 4.2938], [-1.9420, 0.8686, 5.6288], [-2.1937, 1.2720, 3.8914], [4.6126, -3.3049, -3.5104], [4.4125, -3.6095, -1.6842], [4.5533, -5.4798, -1.2866], [5.7863, -2.5565, -0.7674], [2.1661, -2.8988, -1.0196], [1.6932, -4.0896, 1.1096], [0.1678, -3.1241, 1.7285], [3.0333, -4.0533, 2.4272], [1.2527, -5.8562, 0.6516], [0.7305, -3.5032, -2.8267], [1.2429, -5.2050, -3.4657], [1.2342, -2.2523, -4.1986], [-1.1042, -3.6178, -2.3593], [5.4722, -3.8949, -3.8948], [4.7930, -2.2432, -3.7575], [3.7361, -3.6819, -4.0772], [3.9039, -5.8094, -0.4899], [5.6106, -5.7153, -0.9215], [4.4329, -6.0327, -2.1908], [6.1082, -1.7694, -1.4780], [6.6430, -3.1649, -0.4986], [5.4405, -2.0546, 0.1580], [0.4226, -2.0675, 1.6522], [0.0241, -3.4705, 2.7385], [-0.7561, -3.3300, 1.1967], [2.7290, -4.6185, 3.3821], [3.2921, -2.9997, 2.6985], [4.0177, -4.5083, 2.0292], [2.1414, -6.4621, 0.5424], [0.7253, -5.9641, -0.2962], [0.6968, -6.3376, 1.4520], [1.9482, -5.0997, -4.2992], [0.3424, -5.7450, -3.8386], [1.7074, -5.8488, -2.6773], [2.1345, -2.6744, -4.7154], [1.3404, -1.2333, -3.8075], [0.3701, -2.2657, -4.9300], [-1.1295, -3.8806, -1.3071], [-1.6823, -4.3711, -2.9115], [-1.5821, -2.6090, -2.4288]]}



# 2
{"formula": "C12H22BN4O2", "method": "ωB97M-V/def2-TZVPD", "lumo_ev": -5.661, "orbital_gap_ha": 0.1655, "charge": 1, "smiles": "CB(O)N/C(N)=[NH+]/CCCNCc1ccccc1O", "multiplicity": 1, "symbols": ["C", "B", "O", "N", "C", "N", "N", "C", "C", "C", "N", "C", "C", "C", "C", "C", "C", "C", "O", "H", "H", "H", "H", "H", "H", "H", "H", "H", "H", "H", "H", "H", "H", "H", "H", "H", "H", "H", "H", "H", "H"], "positions_angstrom": [[-5.1267, 3.0631, 4.4265], [-3.9837, 2.5693, 3.3501], [-4.0009, 3.2806, 2.0758], [-2.9711, 1.4974, 3.6838], [-2.9956, 0.3838, 2.7485], [-4.0555, 0.1667, 1.9121], [-1.9147, -0.6300, 2.6538], [-0.9508, -0.1485, 1.5996], [-0.2046, -1.3664, 0.8113], [0.6925, -0.6300, -0.3315], [1.9208, -1.3837, -0.6895], [3.0533, -0.5008, -1.0898], [3.5311, -0.8394, -2.5840], [5.0681, -0.7061, -2.9002], [5.6147, -1.0407, -4.3269], [4.6270, -1.5235, -5.4184], [3.1186, -1.6325, -5.1074], [2.5437, -1.2794, -3.6901], [1.1298, -1.3947, -3.5290], [-5.6880, 2.1855, 4.9031], [-5.8537, 3.8042, 3.9197], [-4.5602, 3.7002, 5.2129], [-4.2310, 2.6723, 1.3423], [-3.0520, 1.1847, 4.6674], [-3.8437, 0.1279, 0.8987], [-4.9906, -0.0240, 2.2937], [-1.3776, -0.6181, 3.5469], [-0.1059, 0.4692, 2.0663], [-1.4301, 0.4995, 0.7853], [-0.9894, -2.0525, 0.3506], [0.4558, -1.9371, 1.5504], [0.0167, -0.4654, -1.2390], [0.9760, 0.3913, 0.1153], [2.1851, -2.0785, 0.0171], [2.8678, 0.6173, -0.9134], [3.9414, -0.7848, -0.4013], [5.7878, -0.3476, -2.0854], [6.7211, -0.9265, -4.5571], [4.9532, -1.8036, -6.4868], [2.3882, -1.9912, -5.9132], [0.7331, -0.5081, -3.6683]]}



Which formula does entry 2 have?
C12H22BN4O2



What is the charge in the first record?
+1